The following is a DFT calculation (ωB97M-V with the def2-TZVPD basis set) of C35H77F6FeN11O17S2 as an isolated structure at a distorted geometry.

## Properties
orbital gap (spin up / spin down)	7.82 / 4.89	eV
⟨S²⟩	8.759
multiplicity	6
total charge	+1
lowest unoccupied orbital energy (spin up / spin down)	-2.70 / -5.62	eV

Each line ends with the Löwdin charge.
Positions of all 149 atoms, in Å:
Fe: 3.0725 -2.7023 -1.5584  1.29
C: 6.0362 -0.4488 1.0590  -0.62
F: 6.0757 -0.0195 -0.1996  0.16
F: 7.1781 -1.0719 1.3403  0.15
F: 5.8785 0.5897 1.8884  0.15
S: 4.6293 -1.7299 1.3214  0.69
O: 4.2015 -2.0909 -0.1830  -0.42
O: 5.2460 -2.9173 1.8895  -0.25
O: 3.6134 -1.0219 2.0186  -0.27
C: 0.2417 0.1332 0.2149  -0.69
F: 0.9837 0.2024 1.2878  0.16
F: -0.9381 0.5937 0.5939  0.15
F: 0.7116 1.0144 -0.6384  0.16
S: 0.1893 -1.5939 -0.4554  0.55
O: -0.6092 -1.5100 -1.6646  -0.28
O: 1.6002 -1.8513 -0.7345  -0.36
O: -0.2358 -2.4093 0.6425  -0.25
C: -7.0210 -1.6222 1.4313  0.00
C: -6.0902 -1.7946 0.2479  -0.55
O: -6.5318 -2.2295 -0.8613  -0.02
N: -4.8188 -1.5813 0.4804  0.03
C: -3.8091 -1.6645 -0.5579  -0.05
H: -6.6684 -0.8390 2.1005  0.06
H: -6.9168 -2.5666 1.9729  0.09
H: -8.0449 -1.4010 1.1466  0.08
H: -4.4844 -1.2923 1.3919  0.09
H: -2.8227 -1.6525 -0.1209  0.05
H: -3.8203 -0.8130 -1.2448  0.07
H: -3.9565 -2.5594 -1.1700  0.09
C: 3.9187 1.2829 4.9092  0.02
C: 2.5561 0.7790 5.2616  -0.54
O: 1.9723 1.1408 6.2965  0.02
N: 2.0300 -0.0682 4.3464  0.02
C: 0.7166 -0.6388 4.5264  -0.07
H: 4.5214 1.1054 5.8069  0.10
H: 3.8968 2.3466 4.6891  0.07
H: 4.3743 0.7739 4.0630  0.06
H: 2.5465 -0.1896 3.4952  0.07
H: 0.0345 0.1421 4.8804  0.09
H: 0.7638 -1.4293 5.2779  0.09
H: 0.3623 -0.9900 3.5576  0.04
C: -4.7294 -1.4301 5.6651  0.00
C: -3.9919 -1.2922 4.3373  -0.51
O: -4.5371 -0.7665 3.3663  0.02
N: -2.7525 -1.8425 4.3102  0.03
C: -2.0358 -1.9009 3.0393  -0.08
H: -4.9852 -2.4704 5.8567  0.08
H: -5.6610 -0.8765 5.7260  0.08
H: -4.1133 -1.0331 6.4717  0.08
H: -2.4336 -2.2983 5.1390  0.13
H: -2.6563 -2.4082 2.2877  0.08
H: -1.1228 -2.4848 3.1591  0.07
H: -1.8250 -0.8869 2.6916  0.08
C: 3.4896 1.8201 -3.2864  0.02
C: 3.4876 1.2974 -1.9026  -0.54
O: 3.3939 0.0846 -1.6648  -0.03
N: 3.4609 2.2177 -0.9530  0.05
C: 3.3683 1.9772 0.4572  -0.05
H: 3.2500 0.9982 -3.9603  0.07
H: 4.4844 2.2266 -3.4982  0.10
H: 2.8014 2.6400 -3.5023  0.08
H: 3.3747 3.1769 -1.2623  0.09
H: 4.1909 2.5068 0.9339  0.10
H: 3.4471 0.9128 0.6508  0.05
H: 2.4168 2.3413 0.8498  0.06
C: 2.1372 4.7760 4.8367  0.00
C: 1.5415 4.1055 3.6206  -0.52
O: 2.2268 3.8400 2.6466  0.02
N: 0.2165 3.7408 3.7876  0.03
C: -0.5019 3.1253 2.7009  -0.07
H: 1.4029 5.0723 5.5936  0.08
H: 2.7301 5.6612 4.5756  0.09
H: 2.8612 4.0973 5.3016  0.07
H: -0.1776 3.9401 4.6903  0.13
H: -0.9228 2.1530 2.9645  0.08
H: 0.1918 2.9290 1.8735  0.06
H: -1.2107 3.7814 2.2069  0.07
C: 1.8193 6.3996 -3.5628  0.00
C: 1.7759 5.4566 -2.3998  -0.54
O: 2.8036 4.7913 -2.1929  0.00
N: 0.6077 5.4120 -1.7497  0.05
C: 0.5027 4.5271 -0.6069  -0.07
H: 1.7840 5.7581 -4.4508  0.09
H: 2.7519 6.9678 -3.5384  0.09
H: 0.9833 7.0996 -3.5272  0.08
H: -0.1244 6.0416 -2.0123  0.14
H: 0.9690 3.5670 -0.8564  0.06
H: -0.5314 4.3721 -0.3042  0.06
H: 1.0922 4.8691 0.2483  0.09
C: 2.2954 -6.2209 -3.8379  0.03
C: 1.5533 -5.2618 -2.9536  -0.49
O: 2.1411 -4.2660 -2.5058  -0.05
N: 0.2564 -5.5262 -2.8484  0.05
C: -0.6997 -4.7391 -2.0776  -0.01
H: 3.3673 -5.9842 -3.8000  0.10
H: 1.9128 -6.2118 -4.8531  0.09
H: 2.1405 -7.2419 -3.4921  0.10
H: -0.1270 -6.2736 -3.4037  0.16
H: -1.6431 -5.2693 -2.0047  0.10
H: -0.8779 -3.7789 -2.5754  0.09
H: -0.3069 -4.6761 -1.0614  0.08
C: -2.9923 -0.3203 -4.2162  0.00
C: -2.8816 1.0584 -3.5800  -0.57
O: -3.6237 1.9810 -3.9085  0.04
N: -1.8886 1.2129 -2.7041  0.04
C: -1.6057 2.5054 -2.0639  -0.06
H: -3.9947 -0.7408 -4.2909  0.09
H: -2.4740 -1.0918 -3.6480  0.05
H: -2.6372 -0.2462 -5.2493  0.09
H: -1.5575 0.3573 -2.2852  0.07
H: -1.4418 2.4482 -0.9804  0.06
H: -2.4754 3.1704 -2.1335  0.08
H: -0.7280 3.0128 -2.4714  0.08
C: 1.9383 -3.7785 2.4717  0.02
C: 1.9961 -4.6436 1.2428  -0.49
O: 2.4658 -4.2958 0.1675  -0.02
N: 1.5248 -5.8953 1.4411  0.04
C: 1.4104 -6.8720 0.3743  -0.04
H: 1.4940 -2.8077 2.1972  0.07
H: 2.8991 -3.5519 2.9184  0.08
H: 1.3147 -4.2566 3.2338  0.09
H: 1.1737 -6.0311 2.3673  0.13
H: 0.4142 -7.3134 0.3810  0.09
H: 2.1907 -7.6332 0.4231  0.09
H: 1.5856 -6.4025 -0.5955  0.06
C: -4.9228 6.0422 -0.4043  0.00
C: -4.1787 4.6888 -0.2064  -0.53
O: -2.9911 4.6788 0.1425  0.00
N: -4.9388 3.6181 -0.4438  0.03
C: -4.4763 2.2630 -0.2253  -0.05
H: -4.8159 6.2975 -1.4550  0.08
H: -4.4259 6.7707 0.2433  0.08
H: -5.9559 6.0267 -0.0575  0.07
H: -5.8733 3.8215 -0.7404  0.14
H: -4.1107 1.7571 -1.1136  0.06
H: -5.2368 1.6194 0.2183  0.09
H: -3.6113 2.2668 0.4543  0.09
C: 0.8578 -0.4546 -4.2892  0.04
C: 1.8693 -1.5257 -4.2914  -0.48
O: 2.4714 -1.8876 -3.2688  -0.07
N: 2.1619 -2.0533 -5.4368  0.07
C: 1.5349 -1.8832 -6.7296  -0.04
H: 1.0337 0.2206 -5.1287  0.11
H: 0.8946 0.0880 -3.3445  0.09
H: -0.1417 -0.8580 -4.3272  0.08
H: 2.9003 -2.7386 -5.4329  0.16
H: 1.8592 -2.6662 -7.4174  0.10
H: 1.6926 -0.9027 -7.1774  0.10
H: 0.4505 -2.0034 -6.7520  0.10